[1]
ORCA calculation (ωB97M-V with the def2-TZVPD basis set) on a cluster of 10 separate species, C31H73NO13S9 in total in a non-equilibrium geometry.

The calculation puts the LUMO energy at 0.35 eV. For the max |F|, the calculation gives 4.98 eV/A. For the HOMO energy, the calculation gives -6.84 eV.

Positions of all 127 atoms, in Å:
N1 -2.90 -4.62 -0.75
C1 -4.33 -4.24 -0.41
C2 -4.89 -3.14 -1.47
O1 -6.03 -3.78 -2.15
C3 -5.39 -1.79 -0.78
C4 -4.33 -0.60 -0.79
O2 -3.26 -0.74 -1.45
O3 -4.51 0.68 -0.14
C5 -3.97 0.65 1.20
O4 -3.07 -0.45 1.47
C6 -3.25 2.01 1.67
C7 -2.73 2.96 0.50
C8 -1.17 2.86 0.17
C9 -0.12 2.05 0.96
C10 1.41 2.02 0.59
C11 1.89 2.86 -0.69
C12 0.83 3.70 -1.48
C13 -0.66 3.69 -1.07
H1 -2.85 -5.64 -0.62
H2 -2.33 -4.15 -0.03
H3 -4.46 -3.89 0.67
H4 -4.95 -5.21 -0.51
H5 -4.09 -3.00 -2.28
H6 -6.05 -3.43 -3.06
H7 -5.78 -2.05 0.26
H8 -6.31 -1.43 -1.38
H9 -4.88 0.50 1.91
H10 -3.06 -0.53 2.45
H11 -2.42 1.69 2.41
H12 -4.00 2.61 2.31
H13 -2.90 4.05 0.87
H14 -3.29 2.88 -0.49
H15 -0.42 1.45 1.88
H16 2.16 1.42 1.20
H17 2.98 2.90 -1.08
H18 1.16 4.30 -2.39
H19 -1.44 4.30 -1.66
C14 -6.57 2.60 -1.71
S1 -5.14 3.57 -2.23
O5 -5.32 4.95 -1.70
C15 -5.58 3.60 -3.99
H20 -6.53 2.49 -0.62
H21 -7.49 3.12 -1.98
H22 -6.54 1.61 -2.17
H23 -6.56 4.05 -4.12
H24 -5.58 2.58 -4.38
H25 -4.83 4.19 -4.52
C16 2.36 5.82 1.57
S2 2.73 4.77 2.99
O6 1.66 3.73 3.07
C17 2.36 6.02 4.24
H26 2.49 5.22 0.66
H27 1.33 6.18 1.63
H28 3.06 6.66 1.55
H29 1.34 6.37 4.13
H30 3.06 6.85 4.14
H31 2.49 5.57 5.23
C18 5.14 -1.07 -1.56
S3 4.10 0.08 -0.63
O7 4.32 1.44 -1.18
C19 5.05 -0.04 0.90
H32 4.76 -1.13 -2.58
H33 6.17 -0.71 -1.58
H34 5.10 -2.06 -1.11
H35 6.09 0.26 0.72
H36 5.02 -1.06 1.28
H37 4.61 0.63 1.64
C20 -2.47 6.02 -6.51
S4 -1.75 4.79 -5.40
O8 -1.74 5.37 -4.03
C21 -0.07 4.90 -6.05
H38 -3.52 6.14 -6.25
H39 -1.95 6.97 -6.39
H40 -2.38 5.67 -7.54
H41 0.29 5.93 -5.96
H42 -0.07 4.59 -7.10
H43 0.57 4.23 -5.47
C22 9.59 0.99 0.88
S5 9.97 -0.06 2.30
O9 8.90 -1.11 2.37
C23 9.60 1.18 3.56
H44 9.72 0.40 -0.03
H45 8.56 1.35 0.94
H46 10.28 1.84 0.87
H47 8.57 1.52 3.45
H48 10.29 2.02 3.45
H49 9.72 0.72 4.54
C24 2.15 -3.91 -3.38
S6 2.57 -4.46 -1.71
O10 3.31 -3.35 -1.05
C25 3.79 -5.69 -2.22
H50 1.42 -3.10 -3.30
H51 3.04 -3.54 -3.89
H52 1.71 -4.74 -3.94
H53 4.58 -5.22 -2.81
H54 3.30 -6.46 -2.82
H55 4.21 -6.15 -1.33
C26 3.23 -2.90 2.81
S7 2.06 -1.64 2.25
O11 2.66 -0.30 2.55
C27 0.82 -1.96 3.52
H56 4.11 -2.85 2.17
H57 3.51 -2.71 3.84
H58 2.77 -3.88 2.71
H59 1.25 -1.83 4.51
H60 0.44 -2.98 3.40
H61 0.00 -1.25 3.39
C28 3.11 -8.00 2.53
S8 4.02 -7.28 1.15
O12 4.02 -8.28 0.04
C29 5.64 -7.35 1.95
H62 2.06 -8.09 2.24
H63 3.50 -8.99 2.77
H64 3.18 -7.35 3.40
H65 5.88 -8.38 2.22
H66 5.64 -6.72 2.84
H67 6.39 -6.98 1.25
C30 -8.83 0.42 0.92
S9 -8.09 -0.24 2.43
O13 -7.12 -1.30 2.03
C31 -9.58 -1.08 3.02
H68 -8.06 0.95 0.37
H69 -9.22 -0.40 0.31
H70 -9.64 1.10 1.18
H71 -9.92 -1.80 2.28
H72 -10.36 -0.34 3.21
H73 -9.34 -1.60 3.95

[2]
ORCA calculation (ωB97M-V with the def2-TZVPD basis set) on a structure of composition C31H75Br3N2O18P4 in a non-equilibrium geometry.

For the energy relative to the best compared isomer or geometry (same formula, charge and spin), the calculation gives 0.0 kcal per mole. The calculation puts the LUMO energy at -0.04 eV. For the max |F|, the calculation gives 1.79 eV/A. For the HOMO energy, the calculation gives -9.45 eV.

Positions of all 133 atoms, in Å:
C1 -1.26 -4.47 -1.23
O1 -2.01 -3.58 -1.58
N1 0.02 -4.28 -0.80
C2 0.80 -5.38 -0.28
C3 0.62 -2.99 -0.81
H1 -1.52 -5.54 -1.23
H2 1.65 -5.62 -0.93
H3 0.16 -6.25 -0.12
H4 1.19 -5.10 0.70
H5 1.58 -2.99 -1.35
H6 -0.05 -2.26 -1.26
H7 0.93 -2.70 0.20
C4 -5.81 -1.05 3.82
O2 -6.94 -0.60 3.83
N2 -4.93 -0.92 2.81
C5 -3.70 -1.73 2.83
C6 -5.29 -0.20 1.60
H8 -5.40 -1.66 4.65
H9 -3.08 -1.24 3.59
H10 -3.17 -1.59 1.89
H11 -3.90 -2.75 3.12
H12 -5.52 -0.89 0.79
H13 -6.19 0.37 1.84
H14 -4.51 0.53 1.39
C7 -1.86 0.65 -0.25
Br1 -2.02 2.55 -0.18
Br2 -0.71 -0.04 1.16
Br3 -1.22 0.06 -1.96
H15 -2.79 0.14 -0.09
C8 1.90 1.53 -0.56
C9 2.59 2.84 -0.85
O3 3.88 2.84 -0.23
P1 5.22 3.42 -0.85
O4 5.53 4.80 -0.52
O5 6.31 2.36 -0.41
C10 7.00 2.55 0.84
C11 6.12 2.28 2.03
O6 5.11 3.15 -2.40
C12 4.96 1.81 -2.92
C13 6.25 1.35 -3.54
H16 2.61 0.72 -0.75
H17 1.56 1.55 0.47
H18 1.14 1.37 -1.32
H19 2.68 3.05 -1.92
H20 2.01 3.70 -0.49
H21 7.90 1.93 0.81
H22 7.33 3.59 0.87
H23 6.70 2.48 2.94
H24 5.24 2.91 2.08
H25 5.82 1.23 2.03
H26 4.69 1.16 -2.08
H27 4.10 1.79 -3.60
H28 7.05 1.34 -2.79
H29 6.14 0.32 -3.88
H30 6.56 2.01 -4.35
C14 1.31 0.27 -4.26
C15 0.24 -0.32 -5.12
O7 -0.02 0.47 -6.28
P2 -1.29 0.23 -7.15
O8 -2.55 0.06 -6.42
O9 -0.93 -0.99 -8.05
C16 -1.84 -1.66 -8.93
C17 -1.49 -1.33 -10.37
O10 -1.21 1.52 -8.08
C18 -2.41 1.92 -8.77
C19 -2.93 3.20 -8.18
H31 2.33 0.21 -4.65
H32 1.18 1.35 -4.09
H33 1.30 -0.20 -3.28
H34 0.52 -1.35 -5.39
H35 -0.71 -0.53 -4.63
H36 -1.81 -2.73 -8.74
H37 -2.83 -1.25 -8.72
H38 -1.41 -0.25 -10.52
H39 -0.56 -1.83 -10.65
H40 -2.25 -1.75 -11.03
H41 -2.16 2.09 -9.82
H42 -3.15 1.12 -8.80
H43 -3.77 3.57 -8.79
H44 -3.36 3.06 -7.19
H45 -2.15 3.96 -8.21
C20 0.98 -8.61 3.81
C21 1.25 -7.73 2.62
O11 2.09 -6.60 2.95
P3 1.62 -5.37 3.79
O12 2.44 -4.19 3.56
O13 1.52 -5.86 5.30
C22 2.66 -5.72 6.16
C23 2.65 -4.39 6.88
O14 0.08 -5.30 3.45
C24 -0.69 -4.16 3.81
C25 -0.22 -2.82 3.22
H46 0.57 -9.57 3.47
H47 1.85 -8.83 4.43
H48 0.25 -8.16 4.48
H49 1.81 -8.26 1.86
H50 0.31 -7.38 2.19
H51 2.70 -6.55 6.87
H52 3.58 -5.81 5.57
H53 1.73 -4.29 7.47
H54 3.55 -4.27 7.48
H55 2.60 -3.56 6.17
H56 -1.71 -4.33 3.45
H57 -0.80 -4.13 4.89
H58 0.41 -2.35 3.98
H59 0.31 -2.98 2.29
H60 -1.03 -2.10 3.13
C26 0.96 4.66 2.31
C27 -0.03 5.59 1.64
O15 -0.82 6.29 2.63
P4 -2.32 5.89 2.84
O16 -3.14 5.86 1.62
O17 -2.24 4.52 3.62
C28 -3.21 3.49 3.36
C29 -2.58 2.13 3.58
O18 -2.74 6.94 3.94
C30 -3.89 7.78 3.73
C31 -4.98 7.38 4.69
H61 1.23 5.00 3.30
H62 0.51 3.68 2.46
H63 1.85 4.53 1.70
H64 0.50 6.39 1.12
H65 -0.66 5.06 0.92
H66 -4.08 3.61 4.01
H67 -3.49 3.54 2.30
H68 -3.36 1.40 3.77
H69 -1.93 1.88 2.74
H70 -1.95 2.13 4.47
H71 -3.58 8.82 3.88
H72 -4.24 7.65 2.71
H73 -4.71 7.48 5.74
H74 -5.89 7.96 4.58
H75 -5.24 6.34 4.47

Question: Which formula does entry 2 have?
Answer: C31H75Br3N2O18P4

Question: Look up the HOMO energy of the second one.
Answer: -9.45 eV

Question: Which formula does entry 2 have?
Answer: C31H75Br3N2O18P4